Entry from the OMol25 dataset: a structure of composition C22H23N5O3PtS3 at a distorted geometry (wB97M-V/def2-TZVPD).

The geometry in XYZ format:
```
57
C22H23N5O3PtS3, DFT wB97M-V/def2-TZVPD
C 2.26 -0.84 -3.63
H 0.31 -0.96 -2.83
H -6.33 2.81 0.75
C 3.59 0.56 2.95
H 4.33 -0.66 -4.20
C -4.17 0.27 0.13
N 0.86 -0.46 -0.25
H -4.22 4.10 0.65
H -2.09 2.93 0.28
H 2.09 1.86 2.12
N 2.74 -0.44 3.29
S -1.26 -0.10 -4.55
H 3.69 3.61 1.47
C -5.39 2.30 0.58
C -3.09 -2.36 1.55
C -2.97 0.98 0.07
C -5.36 0.93 0.39
H -3.58 -3.77 -0.68
H -4.22 -1.22 -1.34
Pt -1.21 0.06 -0.32
H 3.07 -1.09 3.99
H -2.59 -2.70 -1.71
N -2.99 -1.92 0.17
H 6.10 3.34 1.91
C 1.35 -0.78 -2.61
S -1.98 -0.25 -2.54
C -4.19 -1.20 -0.24
H 1.90 -1.05 -4.63
C 3.15 1.74 2.31
O -2.50 0.10 -5.28
N 1.46 -0.49 0.93
C 0.80 -0.30 2.05
C -4.21 3.02 0.52
C 4.04 -0.39 -2.09
H 6.90 1.30 3.05
S -0.92 0.11 2.04
H 5.09 -0.23 -1.88
C -2.74 -3.05 -0.69
C -3.01 2.36 0.30
H -1.84 -3.56 -0.37
H -6.29 0.37 0.43
C 4.96 0.44 3.23
C 3.61 -0.63 -3.39
O -0.33 1.00 -4.64
H 3.46 -0.17 -0.05
H -3.26 -1.51 2.20
C 1.76 -0.53 -1.29
C 5.85 1.42 2.85
H 5.32 -0.45 3.74
C 3.13 -0.35 -1.06
N 1.35 -0.39 3.25
C 5.40 2.57 2.21
H -3.92 -3.09 1.69
O -0.68 -1.42 -4.78
C 4.04 2.71 1.96
H -2.16 -2.84 1.84
H -5.10 -1.69 0.15
```

Calculated values
- Spin multiplicity: 1
- HOMO energy (alpha / beta): -1.42 / -1.49 eV
- Energy: -72532.412 eV
- Total charge: -2
- Frontier orbital gap (alpha / beta): 0.177 / 0.193 Ha

Entry from the OMol25 dataset: a structure of composition C22H24BN7Re at a distorted geometry (wB97M-V/def2-TZVPD).

The geometry in XYZ format:
```
55
C22H24BN7Re, DFT wB97M-V/def2-TZVPD
C 1.67 -1.79 2.44
H -1.18 -0.90 4.06
C -1.26 0.17 -4.57
H -3.26 -0.56 -5.03
N -1.33 -0.25 -2.34
N 1.44 -0.80 -1.22
C -0.67 2.52 4.59
Re -0.16 -0.12 -0.35
H 2.86 -0.71 -4.15
C 0.50 -1.07 2.73
H 2.55 -2.28 -0.09
C 3.16 -1.86 -2.24
C -2.24 2.79 2.76
C 0.54 3.96 -1.22
H -1.97 1.39 1.09
C 2.45 -1.76 -1.04
C 0.76 3.25 -2.38
C -2.48 -0.39 -4.31
C -2.52 -0.65 -2.92
H 0.02 3.20 0.83
H 0.57 5.02 -1.10
H 1.26 1.21 -4.25
N 0.24 1.74 -0.78
H 1.04 3.56 -3.38
H -2.88 -3.31 0.80
H -0.34 2.83 5.57
H -2.06 -1.80 1.44
H 0.79 0.96 4.36
H -3.08 3.28 2.29
H -0.82 0.51 -5.50
C -1.77 3.18 4.02
H 3.97 -2.51 -2.43
H -1.12 -3.18 1.36
C 2.61 -0.96 -3.13
C -0.05 1.48 3.90
H 2.32 -1.42 1.64
C -0.02 -2.66 4.51
C -0.29 -1.48 3.84
N 0.02 -0.03 1.91
H -2.28 3.99 4.54
N -0.60 0.27 -3.40
H 1.35 -4.32 4.71
H 2.84 -3.55 2.88
C -1.62 1.74 2.07
B 0.78 0.84 -3.19
H -0.68 -3.00 5.31
C -2.17 -2.90 1.53
H -3.36 -1.09 -2.44
N 0.61 1.96 -2.17
C 1.11 -3.41 4.17
H -2.53 -3.20 2.53
C -0.52 1.06 2.62
C 0.26 3.04 -0.22
C 1.96 -2.97 3.14
N 1.61 -0.31 -2.57
```

Calculated values
- Spin multiplicity: 4
- HOMO energy (alpha / beta): -14.11 / -14.71 eV
- Energy: -36423.987 eV
- ⟨S²⟩: 3.802
- Total charge: +2
- Frontier orbital gap (alpha / beta): 0.264 / 0.234 Ha

Entry from the OMol25 dataset: a structure of composition C22H24F5NOsP2Se (wB97M-V/def2-TZVPD).

The geometry in XYZ format:
```
56
C22H24F5NOsP2Se, DFT wB97M-V/def2-TZVPD
C -0.26 -4.87 -0.27
C -2.89 -0.09 -1.36
C 0.10 -2.54 0.17
C 2.14 1.91 -1.89
C -0.95 2.11 2.81
H 1.17 2.44 2.68
H -1.12 -0.74 -3.53
F 3.80 0.59 -2.89
C 0.25 2.99 2.86
C 0.39 -3.87 0.44
C -0.84 -2.22 -0.83
H 0.22 3.83 2.17
H -2.09 -1.44 0.92
C 1.82 4.16 -2.50
F 1.76 0.81 -1.13
H -0.50 0.86 -3.08
H 1.31 -0.58 3.31
C -1.18 -4.55 -1.25
Se 0.03 3.22 -0.45
C 3.55 2.85 -3.54
H 3.05 -2.25 1.10
N -1.14 1.04 1.78
P 0.92 -1.17 1.02
C -1.95 2.03 3.67
C -2.68 -1.08 1.75
H -1.68 -5.34 -1.80
C -0.48 -0.20 -2.82
C -2.26 0.25 2.27
C 0.80 -1.40 2.81
C -2.77 0.88 3.34
H 0.53 -0.59 -2.90
Os -0.01 0.91 0.31
C 3.18 1.76 -2.77
H -2.20 -2.99 -2.31
H -2.59 -1.82 2.55
P -1.14 -0.45 -1.15
H 1.28 -2.34 3.09
H -0.04 -5.91 -0.05
H -2.96 0.89 -1.84
H 0.29 3.39 3.87
H -3.44 -0.05 -0.42
C 1.43 3.08 -1.72
H -2.10 2.67 4.53
H 2.84 -1.40 -0.44
F 1.18 5.32 -2.38
H -0.24 -1.42 3.12
H 1.11 -4.14 1.20
H -3.34 -0.83 -2.02
C 2.87 4.05 -3.40
F 3.22 5.09 -4.14
H -3.62 0.55 3.91
H 3.24 -0.49 1.04
F 4.54 2.74 -4.40
H -3.73 -1.07 1.45
C -1.48 -3.23 -1.54
C 2.68 -1.34 0.64
```

Calculated values
- Spin multiplicity: 1
- HOMO energy (alpha / beta): -14.35 / -14.35 eV
- Energy: -124656.499 eV
- Total charge: +2
- Frontier orbital gap (alpha / beta): 0.204 / 0.204 Ha

Entry from the OMol25 dataset: a structure of composition C22H24FN3O3 (wB97M-V/def2-TZVPD).

The geometry in XYZ format:
```
53
C22H24FN3O3, DFT wB97M-V/def2-TZVPD
H 0.25 -1.17 -0.55
C -1.95 -3.24 -1.31
N -2.32 -1.94 -1.84
O -2.68 -1.08 0.22
H 2.81 -4.06 0.99
H -2.36 0.48 -2.68
O 3.61 -2.43 2.53
C 1.35 -3.14 -0.19
H 2.50 -0.25 3.33
C -1.90 2.91 -1.55
C 2.07 1.29 0.55
F 1.79 2.46 -1.48
H -1.32 3.69 1.26
C 1.63 -3.10 -1.70
C -2.53 3.88 -0.54
H 1.26 4.54 2.48
H -0.83 3.09 -1.62
C -2.23 3.26 0.83
C 0.30 -4.28 -0.15
H -3.61 3.94 -0.71
H -2.54 -3.42 -0.41
C 1.78 2.48 -0.13
H -1.92 -1.72 -2.74
H 0.55 -5.23 -0.63
O 0.29 -3.17 -2.20
H -2.78 1.13 1.10
C -2.47 -0.89 -0.97
H 2.50 -0.40 -0.86
H -2.18 -4.02 -2.04
N 2.33 0.05 2.39
H -3.04 3.46 1.54
C 0.15 -2.16 -0.10
C -2.05 1.75 0.59
H 1.74 2.49 3.76
C -2.34 0.44 -1.59
N 2.46 -3.15 0.73
C -2.12 1.56 -0.91
H 1.28 4.53 -0.01
C 2.53 -0.77 1.30
C 2.90 -2.18 1.57
H 2.22 -3.95 -2.04
H -1.07 1.40 0.94
C 1.75 2.48 2.68
C 1.49 3.63 0.55
C 2.39 -0.04 0.15
H -0.11 -4.42 0.85
C 1.49 3.62 1.95
H -0.28 -2.11 0.89
C -0.49 -3.25 -0.98
H -2.13 4.89 -0.64
H -2.32 2.97 -2.55
C 2.04 1.32 1.96
H 2.11 -2.17 -2.03
```

Calculated values
- Spin multiplicity: 1
- HOMO energy: -8.42 eV
- Energy: -36534.029 eV
- Total charge: 0
- Frontier orbital gap: 0.330 Ha

Entry from the OMol25 dataset: a structure of composition C22H24FN3O3 (wB97M-V/def2-TZVPD).

The geometry in XYZ format:
```
53
C22H24FN3O3, DFT wB97M-V/def2-TZVPD
C -3.90 2.93 3.94
C -0.11 2.14 -2.82
H -3.23 2.95 -1.90
H -4.65 -1.59 2.05
C -1.68 -1.66 -1.09
O -0.56 -1.60 -0.60
H -0.07 2.59 -3.81
H -1.05 -0.52 -4.14
H -2.87 -1.13 -2.65
F -0.34 0.79 3.95
C -1.04 2.78 -1.76
C -1.10 0.98 -2.61
H -4.91 -3.09 1.16
H -3.66 4.57 1.56
N -0.63 3.96 -1.01
H -4.33 1.86 5.73
H -0.26 1.08 -0.59
C -1.74 2.38 2.91
H -3.80 -2.24 -0.93
C -1.80 -2.03 1.96
O -2.32 5.41 -0.41
N -2.96 3.90 1.83
O -2.34 1.52 -3.13
N -1.91 -1.30 -2.40
C -3.66 -3.26 2.99
C -2.89 -2.09 -0.35
C -2.93 -2.20 0.98
C -2.33 -2.56 3.31
H -4.83 3.49 3.95
C -4.18 -2.53 1.75
H -1.53 -0.97 2.02
C -3.61 2.02 4.93
H -3.48 -4.31 2.75
H -4.36 -3.24 3.82
H -0.04 2.46 1.43
C -1.50 1.47 3.94
C -1.62 4.46 -0.14
H 0.88 1.93 -2.43
C -2.36 2.83 -2.54
H -0.44 4.71 -1.67
C -1.80 3.71 1.12
H -2.20 0.57 5.73
H -2.37 3.60 -3.32
C -1.15 1.38 -1.13
C -1.01 2.79 1.75
H 0.06 -0.80 -2.79
H -1.62 -3.24 3.78
C -0.93 -0.45 -3.06
C -2.95 3.10 2.93
C -2.41 1.28 4.94
H -0.90 -2.53 1.62
H -2.05 1.13 -0.57
H -2.49 -1.74 4.01
```

Calculated values
- Spin multiplicity: 1
- HOMO energy: -8.47 eV
- Energy: -36533.807 eV
- Total charge: 0
- Frontier orbital gap: 0.315 Ha

Entry from the OMol25 dataset: a cluster of 2 separate species, C22H24N2O3 in total at a distorted geometry (wB97M-V/def2-TZVPD).

The geometry in XYZ format:
```
51
C22H24N2O3, DFT wB97M-V/def2-TZVPD
H 0.86 2.61 -2.02
H 2.92 1.35 -2.60
C -0.10 2.30 2.50
C -0.76 1.60 3.51
C -4.26 4.99 3.53
C 1.09 -3.73 -1.21
H -0.11 4.03 1.23
C -0.18 -2.27 -3.70
N 3.42 -4.20 -1.83
C 2.29 -0.47 -1.63
H -0.35 0.67 3.89
H -2.47 1.53 4.81
H -0.97 -4.20 -1.06
O -2.14 -3.13 -2.72
C -1.84 3.99 2.52
C 1.26 -1.10 -0.89
H 3.62 -3.95 -0.88
O -4.42 3.15 5.03
O 1.85 -4.48 -3.39
C -2.52 3.29 3.54
C -1.97 2.09 4.02
H -0.01 -2.92 -4.56
N -0.32 -3.69 -1.63
H -0.69 -0.85 0.01
C 1.45 -2.51 -0.34
C -0.93 -3.07 -2.65
H 4.57 -4.02 -3.58
H -1.86 5.74 1.24
H 2.48 -2.60 0.00
H -3.99 6.61 2.13
H -5.22 3.65 5.27
C -3.73 3.80 4.04
H -5.19 5.39 3.92
C -2.38 5.19 2.02
C 2.13 0.87 -2.04
H -0.95 1.50 -0.72
C -0.05 0.96 -0.97
H 0.78 -1.93 -3.33
C 4.55 -4.62 -2.67
C 0.97 1.58 -1.71
C 0.10 -0.38 -0.57
H -0.78 -1.42 -3.99
C 2.15 -4.15 -2.25
H 0.84 1.92 2.09
H 0.85 -2.57 0.57
H 3.19 -1.00 -1.87
H 5.49 -4.50 -2.13
H 4.42 -5.67 -2.96
C -0.63 3.49 2.01
H 1.13 -4.57 -0.51
C -3.58 5.69 2.53
```

Calculated values
- Spin multiplicity: 1
- SMILES string: CNC(=O)[C@@H](Cc1ccccc1)NC(C)=O.Oc1cccc2ccccc12
- HOMO energy: -7.78 eV
- Energy: -32326.965 eV
- Total charge: 0
- Frontier orbital gap: 0.299 Ha

In order of appearance, energy relative to the best compared isomer or geometry (same formula, charge and spin) = 0.000; 1.413; 0.724; 2.100; 2.322; 1.916 eV.